Record 1
Molecular formula: C14H27AlF5N3O2Te
Method: DFT, ωB97M-V/def2-TZVPD

Atoms and positions in Å:
Al (-0.27740, -0.28642, 0.13202)
C (-1.07744, -2.99150, -0.88829)
N (0.13279, -2.11928, -0.80028)
C (0.71494, -2.08317, -2.17052)
C (1.11746, -2.77477, 0.11262)
C (2.10225, -1.72816, 0.57811)
N (1.35164, -0.66731, 1.31177)
C (0.93359, -1.19946, 2.65435)
C (2.27630, 0.47292, 1.56249)
H (-0.76455, -4.00267, -1.15314)
H (-1.73600, -2.62023, -1.67033)
H (-1.60363, -3.00709, 0.05922)
H (0.85946, -3.10467, -2.52472)
H (1.68001, -1.58050, -2.18028)
H (0.03027, -1.57675, -2.84431)
H (1.61560, -3.60410, -0.39178)
H (0.56797, -3.18645, 0.95888)
H (2.60218, -1.26101, -0.27297)
H (2.88062, -2.15163, 1.21480)
H (1.73809, -1.81302, 3.05974)
H (0.02430, -1.78764, 2.58467)
H (0.74983, -0.36205, 3.32479)
H (3.10217, 0.13746, 2.19153)
H (1.74511, 1.27173, 2.07270)
H (2.68412, 0.84360, 0.62325)
O (-1.33388, 0.10154, -1.51183)
C (-1.20795, 1.09971, -2.58158)
C (0.24988, 1.25404, -2.97604)
C (1.19040, 1.31232, -1.76402)
C (0.66248, 2.26154, -0.73161)
C (0.83926, 3.62467, -0.86149)
C (0.17675, 4.48245, 0.00468)
C (-0.66066, 3.93818, 0.96546)
C (-0.77917, 2.56613, 1.05328)
N (-0.11797, 1.72780, 0.23450)
H (-2.26380, -0.14358, -1.39615)
H (-1.63056, 2.03252, -2.20839)
H (-1.80440, 0.74908, -3.42090)
H (0.32862, 2.18651, -3.53745)
H (0.56494, 0.45777, -3.64963)
H (2.20081, 1.57867, -2.07487)
H (1.29953, 0.29899, -1.33810)
H (1.48303, 4.00707, -1.64258)
H (0.30511, 5.55360, -0.07692)
H (-1.21508, 4.55983, 1.65330)
H (-1.39517, 2.12724, 1.81842)
F (-1.65787, 0.31146, 3.33661)
Te (-2.91123, -0.66381, 2.34670)
F (-3.58161, 0.81078, 1.43719)
F (-2.29700, -2.16023, 3.21982)
F (-4.10017, -0.28887, 3.67928)
F (-4.12609, -1.72214, 1.48033)
O (-1.66788, -0.88112, 0.99766)

## Properties
Energy   -1873.837824 Ha
Charge   +2
2S+1   1
LUMO   -6.4056 eV
Frontier orbital gap   10.2787 eV

***

Record 2
Molecular formula: C19H23N3O3
Method: DFT, ωB97M-V/def2-TZVPD

Atoms and positions in Å:
C (1.31398, 2.11670, 2.16761)
H (1.73094, 2.68477, 1.33379)
H (1.05246, 2.79589, 2.97873)
H (0.41339, 1.59321, 1.83218)
O (2.25598, 1.22697, 2.72034)
C (2.82514, 0.24882, 1.97201)
C (3.80623, -0.48279, 2.65455)
C (4.45858, -1.52459, 2.04195)
C (4.15274, -1.88463, 0.73721)
C (3.17693, -1.17885, 0.05427)
C (2.50210, -0.10468, 0.66413)
C (1.54611, 0.62386, -0.23908)
O (1.83866, 1.66722, -0.79445)
N (0.35102, 0.02145, -0.42100)
C (-0.56623, 0.54741, -1.41417)
H (0.01779, 1.12218, -2.13655)
C (-1.28758, -0.61835, -2.08319)
N (-2.07381, -1.40639, -1.14295)
C (-1.54945, -1.33881, 0.21061)
C (-0.02998, -1.23552, 0.18686)
H (0.38465, -2.08018, -0.37634)
H (0.36211, -1.27979, 1.20682)
H (-1.94505, -0.47677, 0.77393)
H (-1.84795, -2.25206, 0.73657)
C (-3.51690, -1.23095, -1.21440)
C (-4.00740, 0.13081, -0.79026)
C (-4.09320, 1.19042, -1.69024)
N (-4.44206, 2.41827, -1.35470)
C (-4.72805, 2.66537, -0.08823)
C (-4.70163, 1.68935, 0.89610)
C (-4.33970, 0.40199, 0.53428)
H (-4.33099, -0.39133, 1.26988)
H (-4.96154, 1.92713, 1.91622)
H (-4.99943, 3.68751, 0.13969)
H (-3.88161, 1.04440, -2.74236)
H (-3.96130, -1.99724, -0.57116)
H (-3.81757, -1.43242, -2.24567)
H (-1.92816, -0.24848, -2.88305)
H (-0.53606, -1.27902, -2.53292)
H (-1.28950, 1.22773, -0.94490)
O (2.77929, -1.44873, -1.22425)
C (3.46648, -2.44074, -1.94718)
H (3.02065, -2.44084, -2.94081)
H (4.53284, -2.21125, -2.03063)
H (3.34049, -3.42995, -1.49388)
H (4.67849, -2.70301, 0.27402)
H (5.21907, -2.07179, 2.57787)
H (4.03323, -0.19346, 3.66757)

## Properties
Energy   -1127.770584 Ha
Charge   0
2S+1   1
SMILES string   COc1cccc(OC)c1C(=O)N1CCN(Cc2cccnc2)CC1
LUMO   0.6341 eV
Frontier orbital gap   9.0330 eV

***

Record 3
Molecular formula: C14H19KN3OS
Method: DFT, ωB97M-V/def2-TZVPD

Atoms and positions in Å:
K (0.84611, 0.36450, -0.08010)
C (0.34533, 4.38114, -2.68761)
C (-0.36055, 4.02086, -3.82298)
C (-0.83632, 2.72544, -3.93920)
C (-0.59238, 1.81557, -2.91391)
N (0.10289, 2.16302, -1.82390)
C (0.54784, 3.41007, -1.72084)
C (-1.09031, 0.41367, -2.94952)
C (-1.79505, -0.11256, -4.02884)
C (-2.23729, -1.42422, -3.97004)
C (-1.96825, -2.18055, -2.84164)
C (-1.25856, -1.57684, -1.81653)
N (-0.83065, -0.32112, -1.86284)
H (0.72677, 5.38372, -2.55607)
H (-0.53898, 4.74420, -4.60740)
H (-1.39275, 2.44386, -4.82078)
H (1.09651, 3.64548, -0.81330)
H (-2.00075, 0.47586, -4.91045)
H (-2.78640, -1.85440, -4.79705)
H (-2.29790, -3.20668, -2.76203)
H (-1.01416, -2.12606, -0.91182)
O (1.25900, -1.38961, 1.13390)
S (0.51118, -1.58949, 2.41442)
C (0.99078, -3.25112, 3.02357)
C (1.57442, -3.07492, 4.41781)
C (2.38171, -1.78051, 4.37088)
C (1.46945, -0.74465, 3.72855)
H (1.73011, -3.58752, 2.29630)
H (0.12009, -3.90360, 2.99056)
H (2.19294, -3.92665, 4.69875)
H (0.77216, -2.98882, 5.15426)
H (3.27463, -1.92144, 3.75871)
H (2.70331, -1.46254, 5.36220)
H (1.99736, 0.07610, 3.24568)
H (0.74393, -0.33900, 4.43562)
N (-0.88209, 1.54680, 2.24697)
H (-1.59902, 1.96438, 1.66125)
H (-0.53987, 2.29391, 2.84229)
H (-1.36524, 0.89374, 2.85514)

## Properties
Energy   -1782.352772 Ha
Charge   +1
2S+1   1
LUMO   -2.5597 eV
Frontier orbital gap   9.1974 eV

***

Record 4
Molecular formula: C5H8O5
Method: DFT, ωB97M-V/def2-TZVPD

Atoms and positions in Å:
C (1.12678, 1.49141, 0.58459)
C (-1.67219, 1.08701, -0.38811)
O (0.54892, 0.85411, -0.54940)
O (-1.78994, 2.00692, 0.36517)
H (-1.79188, 1.12132, -1.48087)
H (0.74366, 2.51033, 0.57992)
H (0.81261, 0.99711, 1.50490)
H (2.21453, 1.50769, 0.50186)
C (1.64810, -1.26401, 0.14692)
C (-1.80308, -0.44871, 0.11792)
C (0.74529, -0.52410, -0.79518)
O (-2.61352, -1.13299, -0.68281)
O (-1.33409, -0.86513, 1.14410)
O (0.30410, -0.95836, -1.82000)
H (-2.73991, -2.03947, -0.35369)
H (1.74358, -2.28959, -0.19883)
H (1.22429, -1.25281, 1.14878)
H (2.63277, -0.80074, 0.17474)

## Properties
Energy   -571.502377 Ha
Charge   0
2S+1   1
SMILES string   O=CC(=O)O.COC(C)=O
LUMO   0.5971 eV
Frontier orbital gap   10.4137 eV

***

Record 5
Molecular formula: C22H48N3O3
Method: DFT, ωB97M-V/def2-TZVPD

Atoms and positions in Å:
C (-4.77451, -40.10132, 18.40590)
C (-3.34945, -40.16740, 19.07071)
C (-2.64406, -41.54361, 18.96610)
C (-1.26590, -41.53780, 19.74997)
N (-0.41130, -42.81157, 19.49707)
C (0.84100, -42.79259, 20.44607)
C (0.29223, -43.17440, 21.82542)
C (-0.86064, -44.14489, 21.45627)
C (-1.06990, -44.11346, 19.90182)
C (0.11644, -43.01397, 18.01604)
C (0.51348, -41.71864, 17.36216)
C (1.02974, -42.14271, 15.98389)
H (-5.41906, -40.96186, 18.58512)
H (-4.89140, -40.09838, 17.32219)
H (-5.27121, -39.20575, 18.77922)
H (-3.54206, -39.82317, 20.08684)
H (-2.75325, -39.34274, 18.68009)
H (-2.55507, -41.94721, 17.95749)
H (-3.25707, -42.29578, 19.46265)
H (-1.54579, -41.70355, 20.79030)
H (-0.70470, -40.60598, 19.68018)
H (1.52659, -43.55128, 20.06863)
H (1.43112, -41.87823, 20.50770)
H (1.00525, -43.65399, 22.49601)
H (-0.05159, -42.26925, 22.32600)
H (-0.66927, -45.04184, 22.04531)
H (-1.78471, -43.65812, 21.76812)
H (-0.40544, -44.80287, 19.38096)
H (-2.10028, -44.25827, 19.57707)
H (-0.84098, -43.30731, 17.58546)
H (0.86658, -43.80383, 17.97744)
H (1.21471, -41.09633, 17.91812)
H (-0.32407, -41.05767, 17.13917)
H (0.31648, -42.56928, 15.27863)
H (1.64322, -43.04367, 15.98003)
H (1.53636, -41.35205, 15.43045)
C (0.88000, -39.49559, 12.94685)
C (-0.23862, -38.56808, 12.44610)
C (0.21345, -37.32996, 11.73755)
C (1.16449, -36.46512, 12.80401)
N (2.06557, -35.27333, 12.18392)
C (1.18241, -34.52565, 11.17574)
C (1.76230, -34.82656, 9.79202)
C (3.22154, -35.33646, 9.96713)
C (3.24115, -35.89904, 11.41056)
C (2.61741, -34.15679, 13.10734)
C (3.30927, -34.74663, 14.32584)
C (3.77227, -33.70797, 15.37344)
H (0.46383, -40.43240, 13.31740)
H (1.22302, -39.10657, 13.90555)
H (1.73050, -39.73481, 12.30847)
H (-0.99038, -38.35632, 13.20644)
H (-0.90528, -39.11489, 11.77925)
H (-0.68671, -36.80162, 11.42342)
H (0.66781, -37.58935, 10.78133)
H (1.94464, -37.07155, 13.26413)
H (0.52713, -35.96299, 13.53182)
H (1.12440, -33.47127, 11.44593)
H (0.15506, -34.88225, 11.24970)
H (1.82649, -33.87731, 9.26014)
H (1.05622, -35.51694, 9.33057)
H (4.00213, -34.57578, 9.95498)
H (3.45890, -36.02135, 9.15307)
H (4.15530, -35.47730, 11.82838)
H (3.18817, -36.98770, 11.40017)
H (1.73410, -33.67671, 13.52851)
H (3.23057, -33.44751, 12.55140)
H (4.25323, -35.19172, 14.01128)
H (2.85294, -35.65770, 14.71290)
H (4.51199, -32.98050, 15.03926)
H (4.35850, -34.37264, 16.00799)
H (3.01506, -33.24431, 16.00571)
N (1.02653, -37.77266, 17.02470)
O (1.15142, -36.67678, 16.56371)
O (1.25331, -37.99780, 18.17940)
O (0.69595, -38.71594, 16.35466)

## Properties
Energy   -1256.596843 Ha
Charge   0
2S+1   2
LUMO (alpha / beta)   -0.2286 / -0.2755 eV
Frontier orbital gap (alpha / beta)   1.0992 / 6.8875 eV

***

Record 6
Molecular formula: C9H10Cl2
Method: DFT, ωB97M-V/def2-TZVPD

Atoms and positions in Å:
C (-1.13292, -0.60462, 1.99166)
C (-0.21529, -1.27877, 1.35074)
C (-2.13905, 0.16720, 1.38559)
C (-0.01290, -1.28930, -0.03069)
C (0.20283, 2.44817, 0.42907)
C (-0.60085, 1.61551, -0.19506)
C (-1.88859, 1.07538, 0.43925)
C (1.15795, -1.24220, -0.72890)
C (1.37453, -1.09739, -2.15655)
Cl (-3.23981, 1.99830, -0.29392)
Cl (2.67674, -1.01493, 0.32537)
H (-1.31379, -0.80300, 3.09355)
H (0.51510, -1.83655, 1.94438)
H (-3.15541, -0.01553, 1.78348)
H (-0.87211, -1.38461, -0.75479)
H (1.01170, 2.90573, -0.15756)
H (0.01616, 2.69121, 1.49459)
H (-0.42071, 1.24831, -1.23396)
H (1.92371, -0.18031, -2.42138)
H (0.55774, -0.81329, -2.75273)
H (1.94448, -1.89555, -2.58452)

## Properties
Energy   -1269.218915 Ha
Charge   0
2S+1   1
SMILES string   C=C\C(Cl)=C/C=C\C=C(\C)Cl
LUMO   0.4065 eV
Frontier orbital gap   8.9303 eV

***

Energy relative to the best compared isomer or geometry (same formula, charge and spin) per entry: 0.00, 341.37, 58.51, 135.06, 64.75, 313.95 kJ/mol
Strongest force on any atom per entry: 0.0102, 0.0108, 0.0462, 0.0437, 0.0935, 0.0959 Eh/bohr